17
Properties=species:S:1:pos:R:3:nbo_charge:R:1 method="wB97M-V/def2-TZVPD" fmax_ev_per_a=3.5 gap_ev="7.7809 / 7.7814" molar_mass_g_mol=129.1 energy_ev=-12601.6381 homo_ha="-0.264 / -0.264" charge=0
F -0.237 1.871 0.820 -0.3583
O -1.033 -1.591 0.130 -0.5514
N 2.145 2.292 -0.140 -0.2322
C 0.714 0.601 -0.939 -0.3148
C 2.236 3.405 0.238 0.0469
C -1.380 -0.213 0.384 -0.1274
C -0.242 0.757 -0.027 0.3573
C 1.922 1.320 -0.899 -0.1480
C -0.095 -2.125 0.998 -0.2628
H 0.673 -0.236 -1.656 0.2447
H 0.483 -3.067 0.598 0.1902
H -1.571 -0.246 1.465 0.1973
H -2.372 0.051 -0.211 0.2141
H 2.671 0.959 -1.492 0.2014
H -0.732 -2.477 1.879 0.1744
H 2.443 3.889 1.125 0.1896
H 0.728 -1.502 1.160 0.1788